{"formula": "C2H3N2O2", "method": "ωB97M-V/def2-TZVPD", "charge": -1, "e_homo_ev": -2.41, "homo_lumo_gap_ha": 0.245, "multiplicity": 1, "elements": ["C", "C", "N", "N", "O", "O", "H", "H", "H"], "xyz": [[-0.772823, -0.019742, 0.587217], [-0.133054, -1.016359, -1.401538], [0.483566, 0.233794, 1.270079], [0.856231, 1.312399, 1.759122], [1.898076, 1.164493, 2.546223], [0.109282, -2.146758, -1.542698], [-1.194401, 0.889566, 0.024080], [-0.362136, -0.258342, -2.293277], [1.058799, -0.559093, 1.625866]], "forces_ev_per_a": [[0.482, -1.100, -2.602], [-1.743, 4.306, 2.444], [-1.202, -1.715, -1.029], [2.521, 1.465, 1.821], [-1.623, 0.454, -1.094], [0.658, -2.118, -0.669], [1.192, -0.643, 1.057], [0.347, -0.984, 0.507], [-0.632, 0.337, -0.434]]}

{"formula": "C2H3N2OP", "method": "ωB97M-V/def2-TZVPD", "charge": 0, "smiles": "N/N=C\\P=C=O", "e_homo_ev": -8.53, "homo_lumo_gap_ha": 0.324, "multiplicity": 1, "elements": ["C", "C", "N", "N", "O", "P", "H", "H", "H"], "xyz": [[0.329804, 0.646294, 1.393109], [2.600240, 1.679294, 0.845060], [-0.260484, 0.173377, 0.399499], [-0.147023, -0.167136, -0.895616], [2.919462, 1.961083, -0.240424], [2.053401, 1.276678, 2.327418], [-0.343581, 0.782014, 2.231792], [-0.896943, -0.789016, -1.159079], [0.773215, -0.353702, -1.285431]], "forces_ev_per_a": [[0.428, 0.284, 0.835], [0.637, 0.601, -2.320], [-0.846, -0.288, -0.175], [1.080, 0.526, 0.557], [-0.159, -0.241, 1.010], [-1.192, -0.898, -0.191], [-0.071, 0.028, 0.182], [0.284, 0.074, -0.021], [-0.163, -0.087, 0.122]]}

{"formula": "C2H3N2OS", "method": "ωB97M-V/def2-TZVPD", "charge": 1, "e_homo_ev": [-13.99, -14.14], "homo_lumo_gap_ha": [0.262, 0.267], "multiplicity": 1, "elements": ["C", "C", "N", "N", "O", "S", "H", "H", "H"], "xyz": [[-0.820551, 1.198063, 0.218529], [0.028989, -1.277061, 0.715929], [0.243041, 1.205981, -0.568143], [0.915262, 0.494636, -1.182651], [1.907926, 0.254679, -1.687647], [-1.117336, -0.225903, 1.193115], [-1.737045, 1.838943, 0.090305], [0.438186, -1.287037, -0.226873], [0.141529, -2.202302, 1.447435]], "forces_ev_per_a": [[-1.745, -0.858, 0.606], [-1.697, -2.384, 4.134], [-2.609, 1.715, 1.727], [-0.610, -0.333, -1.474], [2.807, -0.804, -0.865], [1.097, 1.048, -0.468], [1.619, -0.296, -0.071], [1.363, -0.037, -1.665], [-0.225, 1.950, -1.924]]}

Energy relative to the best compared isomer or geometry (same formula, charge and spin) / eV: 5.584 2.806 6.004
Molar mass / g/mol: 87.06 102.03 103.13